ORCA calculation (ωB97M-V with the def2-TZVPD basis set) on a molecular structure, C58H57N4O3P3S2Tc.

XYZ file:
```
128
Properties=species:S:1:pos:R:3:lowdin_spin:R:1
Tc -0.335 -0.268 -0.365 2.665
O -0.221 -0.509 1.635 0.085
P 0.852 -0.377 2.764 0.013
C 2.127 0.760 2.158 0.006
P 2.858 0.273 0.578 0.012
O 1.697 0.004 -0.424 0.083
C 3.868 -1.156 0.870 0.002
C 3.538 -2.407 0.361 0.001
C 4.379 -3.485 0.604 0.000
C 5.536 -3.309 1.350 0.000
C 5.867 -2.057 1.857 0.000
C 5.040 -0.975 1.612 0.000
C 3.906 1.573 0.009 0.001
C 4.628 1.325 -1.166 0.000
C 5.505 2.283 -1.641 0.000
C 5.674 3.477 -0.943 0.000
C 4.957 3.725 0.218 0.000
C 4.071 2.773 0.702 0.000
C 1.511 -1.949 3.214 0.002
C 0.806 -3.101 2.873 0.001
C 1.231 -4.328 3.361 0.000
C 2.356 -4.405 4.171 0.000
C 3.063 -3.254 4.505 0.000
C 2.636 -2.023 4.040 0.000
C 0.145 0.400 4.191 0.000
C -0.026 -0.304 5.385 0.000
C -0.552 0.345 6.495 0.000
C -0.900 1.686 6.419 0.000
C -0.734 2.393 5.229 0.000
C -0.212 1.756 4.118 0.000
H 2.906 0.875 2.916 0.001
H 1.627 1.721 2.015 0.001
H 2.627 -2.519 -0.210 0.001
H 4.149 -4.466 0.206 0.000
H 6.195 -4.150 1.526 0.000
H 6.779 -1.923 2.422 0.000
H 5.321 0.010 1.973 0.000
H 4.519 0.380 -1.689 0.000
H 6.071 2.098 -2.544 0.000
H 6.382 4.211 -1.302 0.000
H 5.088 4.659 0.748 0.000
H 3.525 2.974 1.616 0.000
H -0.073 -3.028 2.244 0.000
H 0.676 -5.230 3.130 0.000
H 2.677 -5.362 4.559 0.000
H 3.932 -3.317 5.146 0.000
H 3.175 -1.128 4.333 0.000
H 0.245 -1.349 5.453 0.000
H -0.681 -0.196 7.423 0.000
H -1.289 2.190 7.294 0.000
H -0.991 3.444 5.185 0.000
H -0.059 2.318 3.202 0.001
C -2.409 4.589 -0.535 0.001
N -2.577 3.677 0.608 0.000
C -3.535 3.849 1.593 0.000
C -3.382 2.846 2.484 -0.001
N -2.330 2.084 2.029 0.002
C -1.847 2.593 0.890 0.011
S -0.407 2.085 0.051 0.022
H -2.302 5.605 -0.165 0.000
H -3.286 4.531 -1.176 0.000
H -1.518 4.314 -1.088 0.000
H -4.227 4.674 1.578 0.000
H -3.924 2.615 3.385 0.000
H -1.926 1.290 2.507 0.000
C 1.130 1.606 -3.490 0.000
C -0.043 0.703 -3.704 0.005
N -0.702 0.093 -2.425 -0.007
C -1.520 -1.060 -3.035 0.009
C -1.232 -0.951 -4.536 0.001
N 0.151 -0.466 -4.496 0.002
H 0.895 2.398 -2.778 0.000
H 1.403 2.073 -4.438 0.000
H 1.983 1.037 -3.118 0.000
H -1.327 -2.042 -2.632 0.000
H -1.364 -1.880 -5.083 0.000
H 0.566 -0.289 -5.405 0.000
C 0.730 -4.823 -0.329 0.000
S -0.234 -3.657 -1.268 0.017
O 0.113 -2.281 -0.618 0.084
C 0.639 -3.749 -2.803 0.005
C 1.807 -3.030 -3.017 0.000
C 2.503 -3.251 -4.195 0.000
C 2.025 -4.159 -5.134 0.000
C 0.840 -4.850 -4.911 0.000
C 0.129 -4.644 -3.738 0.001
H 1.787 -4.657 -0.519 0.000
H 0.427 -5.808 -0.689 0.000
H 0.484 -4.712 0.724 0.000
H 2.157 -2.308 -2.290 0.000
H 3.427 -2.718 -4.382 0.000
H 2.580 -4.331 -6.046 0.000
H 0.468 -5.550 -5.647 0.000
H -0.793 -5.186 -3.550 0.000
C -6.664 1.386 0.712 -0.005
C -6.112 0.329 1.427 0.000
C -4.918 -0.243 1.014 -0.004
C -4.275 0.239 -0.129 -0.004
C -4.822 1.315 -0.836 -0.004
C -6.017 1.879 -0.416 0.000
P -2.844 -0.646 -0.766 -0.021
C -3.123 -2.385 -0.429 0.000
C -3.844 -3.178 -1.321 0.000
C -4.088 -4.508 -1.012 0.000
C -3.622 -5.043 0.182 0.000
C -2.911 -4.250 1.079 0.000
C -2.658 -2.920 0.775 0.000
C -2.814 -0.334 -2.569 -0.002
C -1.934 0.953 -2.642 0.010
C -1.483 1.301 -4.054 -0.001
C -2.093 0.248 -5.015 0.000
C -3.558 -0.009 -4.773 0.000
C -3.946 -0.334 -3.540 -0.002
H -7.610 1.810 1.020 0.000
H -6.629 -0.071 2.290 0.000
H -4.521 -1.093 1.556 0.000
H -4.368 1.674 -1.752 0.000
H -6.460 2.687 -0.984 0.000
H -4.228 -2.763 -2.247 0.000
H -4.659 -5.124 -1.695 0.000
H -3.828 -6.078 0.424 0.000
H -2.575 -4.666 2.021 0.000
H -2.117 -2.295 1.478 0.000
H -2.107 1.774 -1.956 0.000
H -1.556 2.336 -4.372 0.000
H -1.881 0.488 -6.055 0.000
H -4.256 0.045 -5.599 0.000
H -4.969 -0.541 -3.255 0.000
```

As for the expectation value of S²: 3.790. Its multiplicity is 4. As for the total energy: -124878.7957 eV. As for the energy above the lowest of the compared OMol25 structures with the same formula, charge and spin: 0.0 kcal/mol. The HOMO energy (alpha / beta) is -17.89 / -17.89 eV. The charge is +4. The HOMO-LUMO gap (alpha / beta) comes out at 7.39 / 6.47 eV.

ORCA calculation (ωB97M-V with the def2-TZVPD basis set) on 3 unconnected molecules or ions with the total composition C6H12O.

XYZ file:
```
19
Properties=species:S:1:pos:R:3:nbo_charge:R:1
C 0.955 -1.137 1.505 -0.626
C 0.125 -0.262 0.587 0.045
C -1.023 0.469 1.260 -0.651
C -0.006 -0.678 -0.741 -0.295
C -0.945 -0.083 -1.745 -0.479
C 0.258 0.769 -1.907 0.291
O 0.415 1.885 -1.322 -0.635
H 1.788 -1.605 0.970 0.218
H 1.361 -0.578 2.353 0.217
H 0.315 -1.932 1.906 0.219
H 1.006 0.994 0.543 -0.035
H -0.730 0.834 2.250 0.217
H -1.869 -0.219 1.381 0.218
H -1.345 1.327 0.664 0.234
H 0.647 -1.474 -1.087 0.220
H -1.176 -0.732 -2.587 0.227
H -1.818 0.431 -1.350 0.229
H 1.040 0.398 -2.584 0.148
H 1.003 1.593 -0.096 0.237
```

Its multiplicity is 1. As for the total energy: -8460.6296 eV. As for the energy above the lowest of the compared OMol25 structures with the same formula, charge and spin: 85.9 kcal/mol. The HOMO energy is -8.79 eV. The HOMO-LUMO gap comes out at 9.78 eV.

ORCA calculation (ωB97M-V with the def2-TZVPD basis set) on a molecular structure, C5H7NO.

XYZ file:
```
14
Properties=species:S:1:pos:R:3:nbo_charge:R:1
O -0.487 -2.037 1.721 -0.532
C -0.027 -1.112 1.130 0.680
C -1.334 0.015 0.381 -0.686
C -0.839 0.346 -0.992 -0.202
C 0.466 0.490 -1.211 -0.205
C 1.518 0.253 -0.159 -0.279
N 1.116 -0.449 1.065 -0.578
H -1.696 0.908 0.918 0.250
H -2.145 -0.713 0.423 0.266
H -1.560 0.465 -1.800 0.216
H 0.836 0.751 -2.200 0.217
H 1.980 1.202 0.141 0.215
H 2.330 -0.340 -0.601 0.221
H -0.156 0.221 1.186 0.418
```

Its multiplicity is 1. As for the total energy: -8831.5600 eV. As for the energy above the lowest of the compared OMol25 structures with the same formula, charge and spin: 107.1 kcal/mol. The HOMO energy is -9.00 eV. The HOMO-LUMO gap comes out at 9.78 eV.

ORCA calculation (ωB97M-V with the def2-TZVPD basis set) on CHCl3OSi in the gas phase at a distorted geometry.

XYZ file:
```
7
Properties=species:S:1:pos:R:3:nbo_charge:R:1
O 1.314 -1.549 -0.445 -0.487
C 1.161 -0.484 0.104 0.108
Si -0.657 0.376 -0.118 1.223
Cl -1.519 -0.277 1.586 -0.334
Cl -0.696 2.409 -0.161 -0.337
Cl -1.423 -0.344 -1.777 -0.303
H 1.821 -0.131 0.811 0.130
```

The SMILES is O=C[Si](Cl)(Cl)Cl. Its multiplicity is 1. As for the total energy: -48549.0194 eV. As for the energy above the lowest of the compared OMol25 structures with the same formula, charge and spin: 0.0 kcal/mol. The HOMO energy is -9.75 eV. The HOMO-LUMO gap comes out at 9.89 eV.

ORCA calculation (ωB97M-V with the def2-TZVPD basis set) on 8 unconnected molecules or ions with the total composition C4H20NO10 at a distorted geometry.

XYZ file:
```
35
Properties=species:S:1:pos:R:3:nbo_charge:R:1
C -0.216 -1.362 0.697 0.526
N -0.965 -0.207 0.773 -0.335
C -2.415 -0.350 0.722 -0.432
C -0.427 1.068 1.131 -0.254
C 0.674 0.972 2.341 0.789
O 1.747 0.477 1.962 -0.626
O 0.331 1.466 3.396 -0.501
O -0.659 -2.424 0.334 -0.552
H 0.829 -1.274 0.986 0.171
H -2.754 0.590 0.298 0.216
H -2.768 -1.246 0.220 0.257
H -2.835 -0.496 1.729 0.229
H 0.055 1.556 0.284 0.255
H -1.244 1.628 1.573 0.256
H 1.281 -3.769 -1.954 0.459
H 2.431 -2.836 -2.020 0.471
O 2.110 -3.643 -2.479 -0.928
H -2.050 1.087 3.696 0.462
H -1.647 2.469 3.562 0.477
O -2.447 1.962 3.559 -0.930
H -1.585 -2.143 -1.692 0.471
H -0.378 -2.030 -2.526 0.494
O -1.307 -1.748 -2.523 -0.959
H 0.903 2.386 -0.924 0.449
H 2.344 2.423 -0.634 0.486
O 1.581 3.016 -0.593 -0.925
H 1.768 -0.611 -1.250 0.497
H 0.870 -0.066 -2.420 0.483
O 1.263 -0.872 -2.045 -0.987
H -0.990 0.319 -2.217 0.486
H -1.916 1.489 -1.809 0.463
O -1.231 1.228 -2.452 -0.954
H 3.947 0.234 0.126 0.489
H 2.601 0.386 0.508 0.497
O 3.099 0.323 -0.359 -0.999
```

As for the expectation value of S²: 0.757. Its multiplicity is 2. As for the total energy: -26435.4585 eV. As for the energy above the lowest of the compared OMol25 structures with the same formula, charge and spin: 0.0 kcal/mol. The HOMO energy (alpha / beta) is -11.20 / -11.20 eV. The HOMO-LUMO gap (alpha / beta) comes out at 11.12 / 6.29 eV.

ORCA calculation (ωB97M-V with the def2-TZVPD basis set) on C21H22N2O3 in the gas phase.

XYZ file:
```
48
Properties=species:S:1:pos:R:3:nbo_charge:R:1
C -4.041 -1.510 0.285 -0.609
C -3.254 -2.763 0.649 -0.390
C -1.930 -2.838 -0.111 -0.509
C -0.933 -1.809 0.389 0.714
O -1.069 -1.136 1.378 -0.585
N 0.203 -1.759 -0.383 -0.666
C 1.167 -0.735 -0.263 0.426
C 0.796 0.570 -0.355 -0.229
C -0.592 0.942 -0.687 -0.023
C -1.203 0.456 -1.837 -0.256
C -2.499 0.835 -2.140 -0.188
C -3.190 1.691 -1.308 -0.266
C -2.580 2.190 -0.156 0.302
O -3.338 3.031 0.599 -0.495
C -2.763 3.580 1.762 -0.254
C -1.279 1.813 0.149 -0.222
C 1.767 1.636 -0.138 0.586
O 1.476 2.822 -0.082 -0.608
C 3.155 1.162 -0.039 -0.210
C 4.183 2.106 0.008 -0.132
C 5.501 1.720 0.075 -0.239
C 5.811 0.364 0.085 -0.172
C 4.816 -0.588 0.043 -0.284
C 3.468 -0.207 -0.008 0.258
N 2.455 -1.143 -0.030 -0.387
C 2.739 -2.530 0.262 -0.415
H -4.978 -1.481 0.834 0.210
H -4.263 -1.490 -0.780 0.197
H -3.467 -0.621 0.532 0.226
H -3.847 -3.651 0.422 0.200
H -3.042 -2.756 1.719 0.217
H -1.484 -3.830 0.012 0.226
H -2.101 -2.671 -1.177 0.220
H 0.287 -2.391 -1.166 0.405
H -0.657 -0.196 -2.505 0.203
H -2.974 0.461 -3.036 0.210
H -4.202 1.992 -1.528 0.223
H -3.525 4.232 2.187 0.196
H -1.870 4.167 1.528 0.183
H -2.507 2.800 2.486 0.178
H -0.780 2.176 1.031 0.228
H 3.897 3.147 -0.014 0.241
H 6.288 2.456 0.112 0.217
H 6.843 0.048 0.121 0.215
H 5.093 -1.629 0.032 0.215
H 3.454 -2.592 1.083 0.217
H 1.823 -3.027 0.574 0.232
H 3.149 -3.047 -0.610 0.197
```

The SMILES is CCCC(=O)Nc1c(-c2cccc(OC)c2)c(=O)c2ccccc2n1C. Its multiplicity is 1. As for the total energy: -31257.5025 eV. As for the energy above the lowest of the compared OMol25 structures with the same formula, charge and spin: 36.0 kcal/mol. The HOMO energy is -7.89 eV. The HOMO-LUMO gap comes out at 8.21 eV.